No. 1
DFT (wB97M-V/def2-TZVPD) results for a cluster of 4 separate species, C13H32B4N2O15S4 in total at a distorted geometry.

Structure (ORCA input):
```
! wB97M-V def2-TZVPD RIJCOSX def2/J DEFGRID3
* xyz 0 1
C -1.91882 -1.34030 2.48186
C -2.90759 -1.96053 1.29796
O -3.52658 -3.13805 1.59014
N -3.09501 -1.28087 -0.06954
C -3.50158 0.17918 0.10083
B -1.79041 -1.40056 -0.83865
O -1.17717 -2.72562 -1.20538
B 0.16856 -2.30975 -1.73821
N 0.61498 -2.58900 -3.18144
C -0.02374 -1.66702 -4.02063
S -0.90410 -0.34121 -4.71024
O 1.01131 -1.55294 -0.74568
B 0.34091 -0.20585 -0.72924
B 1.05581 1.19441 -0.23105
O 2.53143 1.46188 -0.34865
O 0.13578 2.22639 0.36409
O -1.07631 -0.12947 -1.21025
H -0.98483 -2.06206 2.53924
H -1.54944 -0.25776 2.21779
H -2.57436 -1.37859 3.47881
H -4.47204 0.23292 0.77107
H -2.68374 0.83641 0.64030
H -3.74927 0.66788 -0.95294
H 2.61173 2.41996 -0.68802
H -0.01043 1.93405 1.33252
O -1.46266 5.24166 2.78359
S -2.28255 6.15272 2.01395
O -3.54128 5.74442 1.42652
O -1.36568 6.84522 0.85866
C -0.63777 6.00679 -0.02694
C -1.53684 5.42180 -1.09979
C -2.56400 7.61526 2.98014
H -0.11358 5.21923 0.52390
H 0.12604 6.63120 -0.50276
H -2.25297 4.71500 -0.66957
H -0.94668 4.88966 -1.85131
H -2.11620 6.20875 -1.59302
H -1.61064 7.96298 3.38153
H -3.24228 7.35599 3.79590
H -3.02038 8.37667 2.34484
O 0.34002 -4.98675 3.08455
S -1.02887 -5.39494 3.31714
O -1.89094 -4.69792 4.24838
O -1.05608 -6.98577 3.66849
C -0.23772 -7.46385 4.72624
C -0.85040 -7.16055 6.08056
C -1.86235 -5.49890 1.75309
H 0.77586 -7.05736 4.64958
H -0.16023 -8.54963 4.60461
H -0.85455 -6.08413 6.27752
H -0.28420 -7.64810 6.87929
H -1.89009 -7.50052 6.12177
H -1.24399 -6.07186 1.06010
H -2.00409 -4.48321 1.37756
H -2.83134 -5.97972 1.89975
O 3.36052 -0.33111 -5.83125
S 3.48284 0.59907 -4.72926
O 2.98268 1.95540 -4.80938
O 5.03667 0.64192 -4.24067
C 6.04552 0.91760 -5.20157
C 6.11263 2.39841 -5.52439
C 2.81254 -0.15950 -3.27082
H 5.89542 0.32080 -6.10698
H 6.99894 0.60436 -4.76275
H 5.21242 2.72626 -6.05320
H 6.97603 2.61729 -6.15913
H 6.18372 2.99316 -4.60817
H 3.22808 -1.16367 -3.17150
H 1.72772 -0.21209 -3.38544
H 3.06558 0.45447 -2.40443
*
```

Summary:
HOMO energy ... -10.3 eV
Frontier orbital gap ... 8.96 eV
SMILES ... CC(=O)N(C)B1OB(N=C=S)OB(B(O)O)O1.CCOS(C)(=O)=O.CCOS(C)(=O)=O.CCOS(C)(=O)=O
Lowest unoccupied orbital energy ... -1.348 eV
E ... -3444.9287 a.u.

No. 2
DFT (wB97M-V/def2-TZVPD) results for a cluster of 3 separate species, C13H32BBrN4O5PS in total at a distorted geometry.

Structure (ORCA input):
```
! wB97M-V def2-TZVPD RIJCOSX def2/J DEFGRID3
* xyz 1 1
C -0.96621 -2.58296 -1.39346
C -0.31433 -1.38772 -1.98876
O -0.25519 -1.22825 -3.13492
O 0.19684 -0.45011 -1.12397
C -0.62377 0.73540 -1.17982
C -0.79470 1.39390 0.15422
N 0.27573 2.39034 0.59283
C 0.86752 3.25911 -0.47958
C 2.23205 2.92519 -1.02989
C 2.49526 1.51565 -1.51454
Br 3.67945 3.61163 0.11053
P -0.66697 3.52966 1.69729
S -1.63951 2.63151 3.08417
B 1.26002 1.68088 1.57652
N 1.60632 0.31726 1.47751
O 1.76047 2.46080 2.57966
H -0.27771 -3.21029 -0.84647
H -1.36080 -3.17536 -2.19819
H -1.80047 -2.32662 -0.75549
H -1.60831 0.42090 -1.49529
H -0.25750 1.37373 -1.97223
H -0.92681 0.62991 0.89752
H -1.73859 1.92071 0.12385
H 0.91779 4.27283 -0.10110
H 0.17217 3.32714 -1.30165
H 2.33016 3.53765 -1.90780
H 2.40793 0.75783 -0.75192
H 1.87774 1.30595 -2.37663
H 3.51853 1.49162 -1.85553
H -1.56636 4.12952 0.79456
H 0.22017 4.53095 2.11692
H 1.16533 -0.27107 2.19959
H 2.60560 0.26136 1.64310
H 2.16701 3.28067 2.24905
C 2.69431 -3.56954 2.89507
C 2.21520 -2.46863 3.80773
O 1.32875 -1.68465 3.47281
N 2.79108 -2.36483 5.02204
C 3.84216 -3.19036 5.59548
H 2.13749 -3.52168 1.96405
H 3.75522 -3.44786 2.67468
H 2.52549 -4.54415 3.35279
H 2.42200 -1.60938 5.57981
H 3.47681 -3.65489 6.51137
H 4.70017 -2.56385 5.83995
H 4.15560 -3.96607 4.90658
C -3.92509 0.34301 -4.94333
C -3.90904 0.37108 -3.43717
O -3.39477 1.29099 -2.80904
N -4.48830 -0.66683 -2.78483
C -5.13916 -1.83685 -3.35264
H -3.42821 1.23289 -5.31633
H -3.39374 -0.53459 -5.31264
H -4.95046 0.33439 -5.31372
H -4.44961 -0.58493 -1.78077
H -6.17555 -1.87346 -3.01627
H -4.62920 -2.73823 -3.00983
H -5.12002 -1.81131 -4.43584
*
```

Summary:
HOMO energy ... -11.9 eV
Frontier orbital gap ... 9.37 eV
Lowest unoccupied orbital energy ... -2.516 eV
E ... -4448.0451 a.u.

No. 3
DFT (wB97M-V/def2-TZVPD) results for a structure of composition C13H32BaF3NO17P3 at a distorted geometry.

Structure (ORCA input):
```
! wB97M-V def2-TZVPD RIJCOSX def2/J DEFGRID3
* xyz 1 1
Ba -4.43166 1.62924 -2.36799
N -2.47066 -3.58557 -0.25333
O -2.39786 -4.78285 0.01700
O -1.46655 -2.89472 -0.08015
O -3.50274 -3.16699 -0.74060
C 0.57688 6.91999 1.42232
O 1.30658 5.82678 1.81933
P 1.54826 4.69762 0.64462
O 0.26228 4.14163 0.08483
O 2.41736 5.49708 -0.48185
C 3.71449 5.94428 -0.24349
O 2.58964 3.67407 1.35701
C 2.16796 2.75086 2.32503
H -0.24681 7.16331 2.09346
H 0.17207 6.87429 0.41131
H 1.29059 7.74075 1.35103
H 3.96757 5.76256 0.80103
H 3.70790 7.02340 -0.39700
H 4.44104 5.39975 -0.84657
H 2.50750 1.76849 1.99682
H 1.09740 2.65727 2.50736
H 2.74357 2.97643 3.22275
C 0.05474 1.13675 -8.57912
O 1.00441 0.31403 -7.95035
P 0.65809 -0.31808 -6.50199
O -0.30284 0.47874 -5.67992
O 0.18260 -1.87748 -6.82438
C -1.19278 -2.07822 -6.97695
O 2.11345 -0.54332 -5.82849
C 2.89958 0.57348 -5.35591
H -0.94156 1.10560 -8.13809
H -0.10889 0.95600 -9.64150
H 0.34469 2.18270 -8.47920
H -1.23792 -2.83124 -7.76373
H -1.74910 -1.18316 -7.25524
H -1.60826 -2.45209 -6.04116
H 2.89578 1.41951 -6.04316
H 3.94746 0.27490 -5.32603
H 2.56403 0.78744 -4.34115
C -5.85181 4.67072 5.08465
O -5.55401 3.45865 5.79931
P -5.49317 2.03391 5.06917
O -5.13838 1.94421 3.61325
O -4.45813 1.19859 6.06266
C -3.94636 -0.09056 5.79130
O -6.94492 1.47353 5.46334
C -7.31425 1.40931 6.82057
H -5.25420 5.45607 5.54743
H -6.90873 4.91939 5.18050
H -5.55201 4.66302 4.03671
H -4.60437 -0.78790 6.30980
H -2.91178 -0.15267 6.12879
H -4.00378 -0.38820 4.74430
H -8.16280 2.06883 7.00250
H -6.52560 1.79183 7.46849
H -7.57406 0.38580 7.09082
C 4.27527 -5.75982 -0.56248
C 3.90441 -6.43353 0.78542
O 4.82149 -7.51035 1.10966
C 4.87460 -8.67813 0.41654
O 4.14179 -8.95193 -0.52899
C 5.95674 -9.58904 0.95178
F 7.05863 -9.34903 0.25641
F 6.16653 -9.48165 2.25708
F 5.56293 -10.89767 0.65620
H 3.64089 -4.88535 -0.70726
H 4.22418 -6.39051 -1.45002
H 5.30608 -5.40635 -0.58653
H 2.96726 -6.98149 0.68753
H 3.77927 -5.70293 1.58458
*
```

Summary:
HOMO energy ... -9.0 eV
Frontier orbital gap ... 2.40 eV
Lowest unoccupied orbital energy ... -6.645 eV
E ... -3197.2592 a.u.

No. 4
DFT (wB97M-V/def2-TZVPD) results for a structure of composition C13H32BeFNO12P3 at a distorted geometry.

Structure (ORCA input):
```
! wB97M-V def2-TZVPD RIJCOSX def2/J DEFGRID3
* xyz 1 1
Be -0.25923 1.86831 0.66311
F -0.04711 -0.44396 1.13210
C 1.60256 3.34192 6.41781
O 1.22578 3.27797 5.01816
P 0.87205 1.97863 4.17787
O 0.53464 2.31892 2.78130
O -0.35291 1.35796 5.02008
C -0.81633 0.08808 4.63556
O 1.97431 0.83020 4.47925
C 2.43585 0.07883 3.37310
H 1.24959 2.40369 6.84147
H 1.11255 4.23846 6.78782
H 2.68082 3.44951 6.51620
H -0.06660 -0.69850 4.54399
H -1.49388 0.18804 3.78720
H -1.42956 -0.33772 5.43298
H 1.73210 -0.51957 2.78546
H 3.23299 -0.61251 3.64086
H 2.83950 0.62501 2.51430
C -3.17325 1.20688 -3.59193
O -3.42735 0.20261 -2.61693
P -3.36438 0.63922 -1.06576
O -2.14887 1.30751 -0.65412
O -4.75235 1.35564 -0.85758
C -6.03610 0.73530 -1.00969
O -3.51887 -0.76706 -0.29178
C -2.58179 -1.84598 -0.26929
H -2.16080 1.21484 -3.99740
H -3.36196 2.21908 -3.22623
H -3.83630 1.11737 -4.45206
H -6.68168 1.06440 -0.20168
H -5.91296 -0.34670 -1.05346
H -6.34806 1.02613 -2.01269
H -3.18889 -2.73844 -0.42363
H -2.13185 -1.85951 0.72014
H -1.88200 -1.80823 -1.10064
C 0.98388 2.85897 -4.20323
O 1.99161 2.01280 -3.66047
P 1.65442 0.96386 -2.49175
O 0.94121 1.53854 -1.32705
O 0.87433 -0.18332 -3.33321
C 0.14711 -1.20670 -2.63517
O 3.06434 0.32470 -2.18508
C 3.90835 -0.23466 -3.21297
H 0.33361 3.20919 -3.39913
H 0.25960 2.37577 -4.86448
H 1.40374 3.66812 -4.79466
H -0.86374 -1.19177 -3.03838
H 0.21366 -1.17168 -1.54825
H 0.64414 -2.14199 -2.89485
H 3.40691 -0.26243 -4.18013
H 4.24864 -1.23388 -2.95233
H 4.78139 0.39493 -3.37966
N 1.42235 -2.62642 0.33580
C 0.88446 -3.64662 -0.42182
C 1.92739 -4.40634 -0.82367
C 2.98494 -4.22897 0.07055
C 2.67596 -3.02277 0.70583
H 0.84928 -1.83134 0.60892
H -0.08342 -3.60274 -0.89881
H 1.75216 -5.21667 -1.51897
H 3.81159 -4.89899 0.23948
H 3.26243 -2.39590 1.35959
*
```

Summary:
HOMO energy ... -9.8 eV
Frontier orbital gap ... 4.19 eV
Relative energy (zero: lowest compared OMol25 entry of this formula, charge and spin) ... 0.00 kcal per mole
Lowest unoccupied orbital energy ... -5.625 eV
E ... -2610.8106 a.u.

No. 5
DFT (wB97M-V/def2-TZVPD) results for a structure of composition C13H32IO2P2PtSi at a distorted geometry.

Structure (ORCA input):
```
! wB97M-V def2-TZVPD RIJCOSX def2/J DEFGRID3
* xyz 3 5
C -1.54056 0.36190 -3.67903
C -1.31966 -0.57768 -2.54124
H -2.10877 -0.16990 -4.45015
H -0.58231 0.69878 -4.10042
H -2.09495 1.26140 -3.37076
O -1.73720 -1.72757 -2.54741
I 0.26763 2.85036 -1.67915
Pt -0.26786 0.19707 -0.93050
P -2.35048 0.70641 0.17083
C -2.78595 -0.46144 1.50249
C -2.47011 2.34307 0.93768
H -3.47773 2.46304 1.35971
H -4.70717 0.74004 -0.34071
H -2.28812 3.10790 0.17580
H -3.72972 1.35612 -1.71116
H -2.01807 -0.48175 2.28484
H -1.73465 2.45628 1.73993
C -3.79414 0.58595 -0.93354
H -3.74018 -0.14865 1.94595
H -3.82267 -0.40727 -1.40028
H -2.90189 -1.46911 1.08766
P 1.78599 -0.74380 -1.76648
C 2.45382 -2.06386 -0.70616
C 1.59991 -1.58014 -3.36815
H 2.80433 1.35758 -2.40194
H 3.90706 -0.04085 -2.65710
H 3.65512 0.60707 -1.01388
C 3.17154 0.41423 -1.97897
H 1.37028 -0.84402 -4.14734
H 2.54576 -2.08548 -3.60761
H 3.33964 -2.49084 -1.19397
H 1.70706 -2.85535 -0.57285
H 0.79284 -2.32161 -3.31137
H 2.74769 -1.66541 0.27253
C -0.68607 -1.62375 -0.42860
O -0.94512 -2.71557 -0.15005
C -0.09473 1.17421 3.66783
Si 1.07324 0.26359 2.49949
C 2.82069 0.62740 3.12217
C 0.82719 -1.58877 2.61752
C 0.89609 1.01944 0.75587
H 0.10567 0.82552 4.69385
H -1.16201 1.02280 3.45777
H 0.11113 2.25592 3.63463
H 2.88818 0.38216 4.19206
H 3.57329 0.03513 2.58484
H 3.07163 1.68920 2.99622
H -0.11454 -1.95297 2.19023
H 1.64731 -2.12699 2.12424
H 0.84026 -1.87252 3.68062
H 0.54829 2.05624 0.92292
H 1.92300 1.15648 0.37110
*
```

Summary:
HOMO energy (alpha / beta) ... -17.1 / -19.6 eV
Frontier orbital gap (alpha / beta) ... 7.25 / 4.57 eV
Relative energy (zero: lowest compared OMol25 entry of this formula, charge and spin) ... 1.48 kcal per mole
Lowest unoccupied orbital energy (alpha / beta) ... -9.895 / -15.003 eV
E ... -2053.0304 a.u.

No. 6
DFT (wB97M-V/def2-TZVPD) results for a structure of composition C13H33AlBCaFKLiNNaO12P3S at a distorted geometry.

Structure (ORCA input):
```
! wB97M-V def2-TZVPD RIJCOSX def2/J DEFGRID3
* xyz -1 1
C -0.72213 -1.03044 3.75563
C -1.29614 0.36613 3.03664
P -1.05440 0.37742 1.13579
C -0.60181 2.16076 0.49909
B -2.79326 0.06066 0.30856
F -2.68919 0.34975 -1.17599
C -3.89590 1.12671 0.90148
N -5.31429 0.60698 0.98248
C -5.82493 0.59441 2.43790
P -3.26671 -1.78550 0.48483
C -1.62789 -2.75218 0.12365
C -3.93630 -2.22303 2.21901
H -0.28281 -1.79060 2.97713
H 0.10069 -0.74490 4.55837
H -1.60232 -1.53206 4.37047
H -2.40809 0.46321 3.39269
H -0.66689 1.25700 3.47974
H -1.43565 2.90175 0.89545
H -0.77906 2.10110 -0.67949
H 0.48929 2.47349 0.78421
H -3.91490 2.04188 0.13483
H -3.55275 1.61540 1.93480
H -5.90614 1.37328 0.54067
H -6.59558 1.45277 2.65786
H -6.43163 -0.42628 2.52975
H -4.96150 0.56800 3.22774
H -1.87968 -3.62077 -0.65450
H -0.79245 -2.09081 -0.36543
H -1.16246 -3.25703 1.07127
H -3.51102 -1.52448 3.05623
H -3.63130 -3.33728 2.51685
H -5.12081 -2.23747 2.16104
Al -4.09558 2.62335 -1.80912
C -1.72813 4.86435 -4.25771
O -2.85041 5.33819 -3.73764
H -1.44395 3.83205 -3.99142
H -1.66113 4.81728 -5.35794
H -0.79428 5.40126 -4.01907
O -1.71436 -4.91634 -2.75790
P -2.59566 -6.03609 -2.18057
O -3.20588 -5.57235 -0.84787
O -1.73929 -7.29094 -1.94362
O -3.72270 -6.36536 -3.17328
Ca 1.30442 0.39634 2.27051
O 3.96749 -1.86063 1.61486
C 4.95702 -2.24672 2.43274
C 5.45148 -3.71089 2.01317
O 6.43287 -4.10174 2.83847
H 4.72126 -2.30923 3.50961
H 5.86642 -1.62052 2.44916
H 5.69739 -3.64374 0.93891
H 4.54144 -4.33579 1.98536
Li 4.60442 0.20596 3.09971
Na -3.79558 -4.99027 -4.46822
K -4.69558 -4.12360 0.58178
C 7.75554 -0.38592 -0.12427
C 6.61810 0.55503 -0.41875
O 5.84140 0.91431 0.46468
C 6.46773 1.03952 -1.83610
H 7.74053 -0.65203 0.93802
H 7.64509 -1.29869 -0.71506
H 8.70798 0.10050 -0.34958
H 6.29986 0.19029 -2.50316
H 7.36274 1.58948 -2.13768
H 5.60524 1.71148 -1.90026
O 0.24774 8.71830 -5.05219
S 0.70447 7.66868 -5.98130
O 0.93433 6.41806 -5.23528
O 1.96038 8.09474 -6.62509
O -0.32481 7.44375 -7.01261
*
```

Summary:
HOMO energy ... -3.2 eV
Frontier orbital gap ... 1.09 eV
Relative energy (zero: lowest compared OMol25 entry of this formula, charge and spin) ... 137.65 kcal per mole
Lowest unoccupied orbital energy ... -2.059 eV
E ... -4709.0435 a.u.

- The highest E belongs to which entry?
  C13H32IO2P2PtSi

Repeat the second record exactly.
DFT (wB97M-V/def2-TZVPD) results for a cluster of 3 separate species, C13H32BBrN4O5PS in total at a distorted geometry.

Structure (ORCA input):
```
! wB97M-V def2-TZVPD RIJCOSX def2/J DEFGRID3
* xyz 1 1
C -0.96621 -2.58296 -1.39346
C -0.31433 -1.38772 -1.98876
O -0.25519 -1.22825 -3.13492
O 0.19684 -0.45011 -1.12397
C -0.62377 0.73540 -1.17982
C -0.79470 1.39390 0.15422
N 0.27573 2.39034 0.59283
C 0.86752 3.25911 -0.47958
C 2.23205 2.92519 -1.02989
C 2.49526 1.51565 -1.51454
Br 3.67945 3.61163 0.11053
P -0.66697 3.52966 1.69729
S -1.63951 2.63151 3.08417
B 1.26002 1.68088 1.57652
N 1.60632 0.31726 1.47751
O 1.76047 2.46080 2.57966
H -0.27771 -3.21029 -0.84647
H -1.36080 -3.17536 -2.19819
H -1.80047 -2.32662 -0.75549
H -1.60831 0.42090 -1.49529
H -0.25750 1.37373 -1.97223
H -0.92681 0.62991 0.89752
H -1.73859 1.92071 0.12385
H 0.91779 4.27283 -0.10110
H 0.17217 3.32714 -1.30165
H 2.33016 3.53765 -1.90780
H 2.40793 0.75783 -0.75192
H 1.87774 1.30595 -2.37663
H 3.51853 1.49162 -1.85553
H -1.56636 4.12952 0.79456
H 0.22017 4.53095 2.11692
H 1.16533 -0.27107 2.19959
H 2.60560 0.26136 1.64310
H 2.16701 3.28067 2.24905
C 2.69431 -3.56954 2.89507
C 2.21520 -2.46863 3.80773
O 1.32875 -1.68465 3.47281
N 2.79108 -2.36483 5.02204
C 3.84216 -3.19036 5.59548
H 2.13749 -3.52168 1.96405
H 3.75522 -3.44786 2.67468
H 2.52549 -4.54415 3.35279
H 2.42200 -1.60938 5.57981
H 3.47681 -3.65489 6.51137
H 4.70017 -2.56385 5.83995
H 4.15560 -3.96607 4.90658
C -3.92509 0.34301 -4.94333
C -3.90904 0.37108 -3.43717
O -3.39477 1.29099 -2.80904
N -4.48830 -0.66683 -2.78483
C -5.13916 -1.83685 -3.35264
H -3.42821 1.23289 -5.31633
H -3.39374 -0.53459 -5.31264
H -4.95046 0.33439 -5.31372
H -4.44961 -0.58493 -1.78077
H -6.17555 -1.87346 -3.01627
H -4.62920 -2.73823 -3.00983
H -5.12002 -1.81131 -4.43584
*
```

Summary:
HOMO energy ... -11.9 eV
Frontier orbital gap ... 9.37 eV
Lowest unoccupied orbital energy ... -2.516 eV
E ... -4448.0451 a.u.

- Among the records above, which one has the lowest E?
  C13H33AlBCaFKLiNNaO12P3S

- Which of these has the highest E?
  C13H32IO2P2PtSi